Formula: C22H27N3O3
Source: the OMol25 dataset
Level of theory: wB97M-V/def2-TZVPD

Calculated values
Orbital gap = 8.89 eV
E_tot = -1244.57430 Eh
Energy above the lowest of the compared OMol25 structures with the same formula, charge and spin = 38.27 kcal/mol
SMILES string = Cc1cccc(N2CCN(C(=O)CN3C(=O)[C@H]4CC=CC[C@H]4C3=O)CC2)c1C

Each line ends with the natural charge from an NBO analysis.
Cartesian coordinates (Å):
1 C -4.18623 4.03716 -1.60607  -0.65
2 C -2.95128 3.29228 -2.01726  0.09
3 C -2.80998 2.86380 -3.33050  -0.25
4 C -1.67202 2.19234 -3.73383  -0.20
5 C -0.67397 1.91518 -2.81948  -0.26
6 C -0.80174 2.32240 -1.49563  0.17
7 C -1.93621 3.03954 -1.09368  -0.06
8 C -2.04552 3.56195 0.30827  -0.65
9 H -1.07374 3.53254 0.79211  0.23
10 H -2.40093 4.59031 0.30032  0.22
11 H -2.75094 2.97345 0.89624  0.21
12 N 0.20292 2.05918 -0.53215  -0.47
13 C 1.57001 1.95269 -1.00611  -0.23
14 H 1.75784 2.75557 -1.72032  0.22
15 C 2.50450 2.09438 0.19716  -0.23
16 N 2.21435 1.03037 1.13786  -0.44
17 C 3.13512 0.06610 1.34531  0.69
18 O 4.28639 0.17326 0.97919  -0.61
19 C 2.68839 -1.17647 2.12431  -0.32
20 N 1.57427 -1.87232 1.51314  -0.48
21 C 0.49403 -2.31863 2.24057  0.72
22 O 0.33203 -2.10158 3.41389  -0.58
23 C -0.42208 -3.09132 1.31153  -0.30
24 H -1.40585 -2.61388 1.31754  0.24
25 C 0.25304 -3.01013 -0.05834  -0.32
26 C 1.49477 -2.16181 0.16624  0.72
27 O 2.27814 -1.79211 -0.66493  -0.56
28 H -0.37800 -2.52047 -0.80516  0.25
29 C 0.69934 -4.37833 -0.61162  -0.44
30 C 1.33166 -5.18914 0.47617  -0.19
31 C 0.72838 -5.26416 1.65230  -0.18
32 C -0.55976 -4.52764 1.85235  -0.44
33 H -1.36265 -5.03270 1.30720  0.22
34 H -0.83422 -4.48315 2.90622  0.24
35 H 1.13486 -5.82726 2.47687  0.21
36 H 2.26561 -5.68736 0.27181  0.22
37 H -0.18081 -4.90381 -0.99449  0.22
38 H 1.38851 -4.21577 -1.44037  0.24
39 H 2.39420 -0.92225 3.14673  0.25
40 H 3.55630 -1.84283 2.15755  0.24
41 C 0.84437 1.07038 1.58919  -0.23
42 H 0.63160 0.28523 2.31072  0.22
43 C -0.10127 0.97964 0.38697  -0.21
44 H -1.13679 1.06187 0.71839  0.21
45 H 0.02889 -0.00244 -0.10286  0.17
46 H 0.68598 2.03803 2.08169  0.20
47 H 3.54694 2.00134 -0.10718  0.25
48 H 2.34393 3.06100 0.68459  0.19
49 H 1.77844 0.98242 -1.48566  0.19
50 H 0.20302 1.37173 -3.13540  0.22
51 H -1.56588 1.87176 -4.75975  0.21
52 H -3.59581 3.06622 -4.04377  0.21
53 H -3.94539 5.06939 -1.35151  0.22
54 H -4.91277 4.04723 -2.41450  0.22
55 H -4.64398 3.57681 -0.73186  0.21



Formula: C7H15N3OSSi
Source: the OMol25 dataset
Level of theory: wB97M-V/def2-TZVPD

Calculated values
Orbital gap = 8.91 eV
E_tot = -1202.93809 Eh
Energy above the lowest of the compared OMol25 structures with the same formula, charge and spin = 0.00 kcal/mol
SMILES string = CN1CNC(=S)N([Si](C)(C)C)C1=O

Each line ends with the natural charge from an NBO analysis.
Cartesian coordinates (Å):
1 C -0.79987 0.61318 -0.33291  0.79
2 C -0.70545 -1.92352 0.14502  0.25
3 C -2.72007 -0.59888 0.52575  -0.03
4 C -2.93802 1.44174 -0.90123  -0.40
5 C 1.87464 1.34886 1.68097  -1.09
6 C 2.23750 0.76220 -1.47355  -1.15
7 C 2.62225 -1.49547 0.65858  -1.13
8 N -2.05208 -1.91133 0.39303  -0.63
9 N -0.06011 -0.45454 0.06780  -0.84
10 N -2.14251 0.41905 -0.36074  -0.48
11 O -0.22129 1.67847 -0.52249  -0.66
12 Si 1.69647 0.12335 0.17301  1.80
13 S 0.17923 -3.21506 -0.22724  -0.06
14 H -3.88712 -0.68301 0.30934  0.22
15 H -2.56686 -0.35007 1.59281  0.19
16 H -2.78822 1.44834 -2.03057  0.20
17 H -4.00793 1.22536 -0.76795  0.20
18 H -2.67744 2.44010 -0.60201  0.22
19 H 1.84193 0.73583 2.56511  0.24
20 H 2.83106 1.81054 1.43689  0.23
21 H 1.06087 2.05133 1.48077  0.25
22 H 3.35738 0.67345 -1.59547  0.24
23 H 1.68437 0.17933 -2.27559  0.25
24 H 1.96899 1.78932 -1.62686  0.26
25 H 2.71159 -1.97447 1.55878  0.24
26 H 2.36951 -2.18070 -0.19395  0.25
27 H 3.69339 -1.24021 0.42325  0.22
28 H -2.56221 -2.71319 -0.10055  0.43



Formula: C54H48F6GeMoN5O4P2S3Si
Source: the OMol25 dataset
Level of theory: wB97M-V/def2-TZVPD

Calculated values
Orbital gap (spin up / spin down) = 3.51 / 3.76 eV
E_tot = -7572.20549 Eh
Energy above the lowest of the compared OMol25 structures with the same formula, charge and spin = 131.12 kcal/mol
Net charge = -1

Each line ends with the Löwdin charge.
Cartesian coordinates (Å):
1 Mo -0.07255 -0.68237 0.43251  0.83
2 C -3.34595 2.03003 0.87861  -0.18
3 Si -1.72385 1.03833 1.29361  0.56
4 C -2.64605 0.06803 2.71121  -0.27
5 C -3.33425 0.70593 3.73871  -0.10
6 C -4.10315 -0.00497 4.64221  -0.08
7 C -4.23495 -1.37917 4.51261  -0.08
8 C -3.55005 -2.03557 3.51141  -0.10
9 C -2.75215 -1.31637 2.62311  -0.39
10 P -1.52085 -2.20447 1.61521  1.03
11 C -2.50075 -3.55257 0.85361  -0.32
12 C -1.85305 -4.65727 0.30601  -0.12
13 C -2.57985 -5.65957 -0.31119  -0.08
14 C -3.95575 -5.55827 -0.42079  -0.09
15 C -4.59895 -4.43367 0.06761  -0.08
16 C -3.88045 -3.43677 0.70141  -0.09
17 C -0.73345 -3.01407 3.06341  -0.32
18 C -0.34465 -4.34567 3.13211  -0.08
19 C 0.26275 -4.84177 4.27411  -0.10
20 C 0.48275 -4.02467 5.36761  -0.10
21 C 0.08855 -2.69827 5.31341  -0.08
22 C -0.51365 -2.20017 4.17441  -0.12
23 C -0.60475 2.48173 1.92871  -0.25
24 C -1.14195 3.68983 2.35561  -0.10
25 C -0.35295 4.80363 2.58941  -0.09
26 C 1.01545 4.73243 2.38741  -0.09
27 C 1.58005 3.53373 1.99301  -0.10
28 C 0.78235 2.41643 1.76801  -0.35
29 P 1.54045 0.79263 1.41781  0.99
30 C 2.54915 0.64053 2.95911  -0.31
31 C 2.10435 -0.04737 4.07661  -0.08
32 C 2.88075 -0.09437 5.22371  -0.08
33 C 4.09895 0.56063 5.27051  -0.09
34 C 4.54535 1.26153 4.16061  -0.08
35 C 3.77595 1.30163 3.01521  -0.11
36 C 2.83975 0.88283 0.21761  -0.32
37 C 2.61995 1.72473 -0.99159  -0.31
38 C 4.34635 0.72163 -2.59289  -0.07
39 C 4.68685 -0.43727 -2.01509  -0.12
40 C 4.56705 -0.76847 -0.63639  -0.09
41 C 3.74335 -0.19827 0.29181  -0.15
42 H -3.84345 2.38333 1.77531  0.01
43 H -3.16245 2.88313 0.23951  0.00
44 H -4.05045 1.38163 0.37081  0.01
45 H -3.23135 1.77383 3.86011  0.09
46 H -4.60315 0.50693 5.45211  0.10
47 H -4.83505 -1.94297 5.21111  0.10
48 H -3.60515 -3.11337 3.42261  0.11
49 H -0.77525 -4.71107 0.32511  0.08
50 H -2.06335 -6.51427 -0.72059  0.11
51 H -4.52075 -6.34007 -0.90659  0.10
52 H -5.66675 -4.32957 -0.05389  0.10
53 H -4.38955 -2.55607 1.06741  0.11
54 H -0.50985 -5.01327 2.30231  0.09
55 H 0.56705 -5.87807 4.30201  0.10
56 H 0.95885 -4.41587 6.25501  0.10
57 H 0.24825 -2.04577 6.16031  0.10
58 H -0.84165 -1.16857 4.14201  0.10
59 H -2.20805 3.76923 2.49221  0.09
60 H -0.80535 5.73233 2.91121  0.10
61 H 1.64345 5.59993 2.53971  0.10
62 H 2.64775 3.45433 1.84241  0.09
63 H 1.16525 -0.57557 4.01791  0.07
64 H 2.53595 -0.65377 6.08151  0.10
65 H 4.71325 0.51003 6.15801  0.10
66 H 5.49985 1.76943 4.18141  0.10
67 H 4.14145 1.80333 2.12861  0.09
68 H 2.29565 2.72523 -0.63019  0.15
69 H 4.44045 0.82933 -3.66739  0.09
70 H 5.08515 -1.21777 -2.65399  0.11
71 H 5.11095 -1.64967 -0.32109  0.10
72 H 3.77875 -0.65667 1.27911  0.07
73 F -3.28225 -3.38737 -2.61649  0.12
74 C -2.00205 -3.22917 -2.99329  -0.61
75 F -2.03725 -2.81757 -4.26039  0.13
76 F -1.45145 -4.44467 -2.97809  0.12
77 S -1.06975 -2.03227 -1.84669  0.48
78 O -2.11155 -1.63447 -0.94459  -0.42
79 O -0.51885 -1.08267 -2.74369  -0.35
80 N -0.03525 -2.98237 -1.18219  -0.31
81 S 1.32065 -2.86217 -2.03049  0.60
82 O 2.07215 -1.70247 -1.71719  -0.27
83 O 1.12815 -3.23177 -3.39509  -0.26
84 C 2.26705 -4.33157 -1.28149  -0.63
85 F 1.72345 -4.73627 -0.13459  0.10
86 F 2.24495 -5.39007 -2.10209  0.12
87 F 3.54745 -4.04227 -1.05439  0.13
88 N 0.32005 7.29163 -8.07809  0.16
89 C 0.64975 6.49433 -7.31479  -0.20
90 C 1.05705 5.53953 -6.37199  -0.23
91 C 2.41655 5.20633 -6.25639  -0.02
92 C 2.83315 4.30813 -5.30639  0.00
93 C 1.90995 3.69783 -4.44119  -0.18
94 C 0.54935 4.02193 -4.57049  0.02
95 C 0.12895 4.92253 -5.51589  0.00
96 N 2.33115 2.84573 -3.43339  0.02
97 C 3.51965 3.01343 -2.80229  0.04
98 C 3.90555 1.95503 -1.84289  -0.24
99 N 1.57765 1.25303 -1.86149  0.14
100 C 1.49365 1.81593 -2.98749  -0.11
101 H 3.13105 5.65753 -6.93169  0.12
102 H 3.87595 4.03633 -5.25029  0.11
103 H -0.16835 3.57413 -3.90059  0.11
104 H -0.92015 5.17443 -5.59929  0.13
105 H 4.09575 3.90003 -2.99039  0.12
106 H 4.70745 2.28943 -1.17279  0.16
107 H 0.73795 1.48443 -3.67479  0.11
108 C -4.12175 0.06813 -2.12419  -0.19
109 Ge -2.30855 0.96363 -2.19519  0.85
110 C -2.78345 2.96273 -2.26519  -0.23
111 C -1.95265 0.73583 -4.17469  -0.21
112 C -0.94955 0.81043 -0.68339  -0.48
113 H -4.61575 0.25573 -3.07589  0.02
114 H -4.76115 0.45263 -1.33669  0.00
115 H -4.02085 -1.00277 -1.98889  -0.01
116 H -2.79905 3.30283 -3.29639  -0.02
117 H -2.07105 3.58253 -1.72619  0.00
118 H -3.77055 3.15133 -1.85779  0.00
119 H -2.63215 1.40383 -4.70229  0.01
120 H -2.15555 -0.28327 -4.48269  0.00
121 H -0.94065 0.96323 -4.48169  -0.02
122 H -0.43905 1.77603 -0.78259  -0.03
123 S 3.14235 -3.31667 2.56741  0.63
124 C 2.08025 -2.55377 1.68011  -0.95
125 N 1.26525 -1.98097 1.04571  -0.19